Record 1
{
  "formula": "C12H10BrCl3O2Ti",
  "method": "ωB97M-V/def2-TZVPD",
  "symbols": ["C", "C", "C", "H", "C", "C", "H", "H", "H", "H", "Ti", "Br", "C", "C", "C", "H", "C", "C", "H", "H", "H", "H", "Cl", "C", "Cl", "Cl", "C", "O", "O"],
  "coordinates": [[-2.2124, -0.3595, -0.3146], [-2.1320, -0.7960, 1.0010], [-1.4259, 0.2157, 1.7881], [-2.4974, -1.7424, 1.4013], [-1.2221, 1.3558, 0.9371], [-1.7063, 1.0178, -0.3585], [-1.9077, 1.7605, -1.1529], [-2.8518, -0.8093, -1.0752], [-1.3858, 0.1394, 2.8502], [-0.7426, 2.2960, 1.2373], [0.5451, 0.3070, -0.1444], [3.0087, 1.2521, 0.8386], [1.9080, 1.0321, -2.3706], [0.6788, 1.7775, -2.3735], [-0.4139, 0.8629, -2.6505], [0.6388, 2.8731, -2.4409], [0.1443, -0.4559, -2.7562], [1.5835, -0.3550, -2.5379], [2.3581, -1.1348, -2.7337], [2.9414, 1.4411, -2.4624], [-1.4139, 1.1652, -3.0160], [-0.3504, -1.3369, -3.2033], [1.6044, -3.4301, 3.3646], [1.0492, -1.7733, 3.3183], [-0.5320, -1.7178, 4.1894], [2.2402, -0.7310, 4.1158], [0.7767, -1.1845, 1.8762], [0.7840, -1.7310, 0.7183], [0.5331, 0.0610, 1.9545]],
  "atomic_forces_ev_per_a": [[-0.26, 2.30, -0.66], [1.09, 1.25, 2.03], [-4.99, -0.08, -1.87], [0.27, 0.13, -0.14], [-1.30, -0.12, 0.40], [-1.57, -0.50, 0.30], [0.33, -0.79, 0.81], [0.54, 0.00, -0.08], [0.21, 0.34, 0.17], [-0.34, -0.39, -0.12], [0.66, -0.06, -1.69], [0.30, 0.19, -0.12], [-0.53, -0.60, -0.61], [0.21, -0.61, -0.84], [1.88, -0.59, -1.49], [-0.15, -0.54, 0.35], [0.63, 1.04, -0.48], [-0.08, 0.73, -0.70], [-0.95, 0.58, 0.48], [-1.11, -0.34, 0.77], [0.70, -0.40, 0.74], [0.14, 0.51, 0.84], [0.25, -0.54, -0.26], [-0.50, 0.28, -0.95], [0.29, -0.14, 0.27], [-0.17, -0.19, 0.12], [0.67, 1.90, -1.46], [0.19, -0.53, 2.68], [3.60, -2.81, 1.52]],
  "mulliken_spin": [0.058, -0.048, 0.033, 0.007, 0.037, -0.018, 0.015, -0.002, -0.014, 0.041, 1.835, 0.010, -0.021, 0.041, -0.046, 0.009, 0.028, 0.016, 0.006, 0.005, 0.000, 0.002, 0.001, 0.002, 0.005, 0.004, 0.018, -0.008, -0.017],
  "spin_multiplicity": 3,
  "s2": 2.007,
  "e_tot_ev": -147424.634,
  "total_charge": -2,
  "e_above_lowest_kcal_mol": 33.0,
  "homo_ev": [1.033, 0.440],
  "largest_force_ev_per_a": 5.32
}


Record 2
{
  "formula": "CH3Br3Ca2F2O4P",
  "method": "ωB97M-V/def2-TZVPD",
  "symbols": ["Ca", "Ca", "O", "H", "O", "H", "O", "P", "O", "F", "F", "C", "Br", "Br", "Br", "H"],
  "coordinates": [[-2.0781, -1.8091, 0.8645], [-0.6003, -0.0779, 3.6739], [-0.2631, -1.7091, 2.1794], [0.5517, -2.1576, 1.9639], [-2.6330, -0.1775, 2.4277], [-3.3215, 0.1240, 3.0160], [-0.1299, 1.2646, 1.9347], [-0.4373, 1.1947, 0.4521], [-0.9748, -0.0606, -0.1423], [0.9226, 1.4634, -0.2709], [-1.3525, 2.3772, 0.0467], [2.0591, 0.0278, -3.1570], [1.2075, 0.2912, -4.8864], [3.9762, -0.0286, -3.2683], [1.3269, -1.5836, -2.2865], [1.7466, 0.8612, -2.5476]],
  "atomic_forces_ev_per_a": [[0.83, 1.95, 0.74], [-0.58, 0.02, -2.20], [-0.64, -0.37, 0.58], [0.33, -0.09, -0.05], [0.97, -1.00, 0.50], [-0.63, 0.03, -0.20], [-0.29, 0.15, -0.77], [0.73, -0.69, 1.25], [-0.69, -0.24, 0.11], [-0.66, 0.47, -0.01], [0.60, -0.15, 0.03], [-0.43, -0.37, -0.26], [0.29, -0.10, 0.38], [-0.37, 0.00, 0.04], [0.36, 0.39, -0.27], [0.16, 0.01, 0.13]],
  "mulliken_charge": [1.554, 1.575, -0.806, 0.165, -0.885, 0.148, -0.708, 1.013, -0.608, -0.211, -0.228, -0.145, 0.006, 0.021, -0.045, 0.153],
  "spin_multiplicity": 1,
  "e_tot_ev": -271008.016,
  "total_charge": 1,
  "e_above_lowest_kcal_mol": 0.0,
  "homo_ev": -12.136,
  "largest_force_ev_per_a": 2.28
}


Record 3
{
  "formula": "CH2N2O3S2",
  "method": "ωB97M-V/def2-TZVPD",
  "symbols": ["C", "N", "N", "O", "O", "O", "S", "S", "H", "H"],
  "coordinates": [[1.3448, 0.7315, -1.1549], [1.6344, 0.3504, -0.0488], [-1.4900, 0.4887, 0.5760], [0.9228, 0.9928, -2.1923], [0.3820, -0.0090, 2.1854], [-0.1876, -1.6627, 0.4581], [-2.0564, -0.0425, -0.9290], [-0.2261, -0.3189, 0.9348], [2.0723, 0.6311, 0.7907], [-2.3962, -1.1614, -0.6199]],
  "atomic_forces_ev_per_a": [[-0.21, 0.56, -0.40], [-0.36, -0.70, -0.37], [1.55, 0.28, -0.01], [0.36, 0.09, -0.33], [0.17, 0.42, 0.15], [0.67, -0.18, -0.26], [0.14, 4.77, -2.25], [-1.74, -1.20, 1.85], [0.74, 0.60, 0.38], [-1.32, -4.63, 1.25]],
  "mulliken_charge": [0.666, -0.458, -0.258, -0.316, -0.563, -0.474, -0.091, 1.020, 0.355, 0.118],
  "spin_multiplicity": 1,
  "e_tot_ev": -31859.299,
  "total_charge": 0,
  "e_above_lowest_kcal_mol": 34.2,
  "homo_ev": -9.282,
  "largest_force_ev_per_a": 5.28
}